(1)
28
Properties=species:S:1:pos:R:3:mulliken_charge:R:1 method="wB97M-V/def2-TZVPD" molar_mass_g_mol=232.18 fmax_ev_per_a=4.87 e_lumo_ha=0.0263 e_above_lowest_kj_mol=41.3 smiles="COP(=O)(OC)O/C(C)=C/c1ccn[nH]1"
C -4.02 -0.74 -0.16 -0.2945
C -5.15 -0.06 -0.53 -0.7295
C -2.99 0.26 -0.15 0.0847
C -0.64 -0.81 0.27 0.6906
C -0.93 -2.27 0.40 -1.6073
C 1.99 1.21 1.99 -0.5889
C 3.92 -0.10 -1.40 -0.8257
C -1.50 0.21 -0.01 -0.1651
N -4.89 1.26 -0.71 -0.8519
N -3.60 1.50 -0.45 0.2795
O 0.68 -0.49 0.35 -0.1567
O 1.29 0.98 -1.78 -0.6903
O 1.97 1.63 0.63 -0.3074
O 2.88 -0.50 -0.54 -0.3392
P 1.65 0.48 -0.47 0.9764
H -3.95 -1.72 0.12 0.4848
H -6.12 -0.41 -0.50 0.4784
H -0.10 -2.86 0.35 0.4609
H -1.27 -2.48 1.44 0.3077
H -1.71 -2.61 -0.24 0.4095
H 1.11 0.65 2.13 0.2374
H 1.99 1.96 2.74 0.2919
H 2.85 0.63 2.16 0.2952
H 3.51 0.14 -2.36 0.3485
H 4.67 -0.81 -1.29 0.2851
H 4.46 0.73 -0.88 0.3075
H -0.99 1.09 -0.26 0.3928
H -3.29 2.44 -0.43 0.2259

---

(2)
24
Properties=species:S:1:pos:R:3:mulliken_charge:R:1 method="wB97M-V/def2-TZVPD" molar_mass_g_mol=169.27 fmax_ev_per_a=4.80 charge=+1 e_lumo_ha=-0.1328 e_above_lowest_kj_mol=107.7
C -0.09 -0.10 0.19 -0.2779
C 0.04 1.23 0.15 1.0716
C -2.25 0.40 -0.05 0.8158
C 1.10 -1.00 0.15 -0.6043
C 1.23 2.07 0.11 -0.9179
C 2.46 -0.12 0.28 -0.7853
C 2.36 1.21 -0.53 -0.7920
C -3.80 0.28 -0.20 -1.4208
N -1.39 -0.62 0.05 0.3718
N -1.71 -1.96 0.03 -1.0080
S -1.51 1.92 0.10 -0.1538
H 1.07 -1.73 0.89 0.4295
H 1.10 -1.26 -0.98 0.3150
H 0.97 3.01 -0.48 0.4524
H 1.36 2.25 1.11 0.3790
H 2.52 0.18 1.33 0.3220
H 3.32 -0.73 0.03 0.3764
H 2.15 1.03 -1.57 0.3448
H 3.32 1.70 -0.61 0.3635
H -4.07 -0.61 -0.67 0.4599
H -4.33 -0.03 0.67 0.3906
H -4.12 1.21 -0.68 0.3488
H -2.69 -2.14 0.20 0.2414
H -1.43 -2.51 -0.83 0.2775

---

(3)
24
Properties=species:S:1:pos:R:3:mulliken_charge:R:1 method="wB97M-V/def2-TZVPD" molar_mass_g_mol=151.21 fmax_ev_per_a=1.61 e_lumo_ha=0.0129 e_above_lowest_kj_mol=349.9 smiles="C#C[C@@H](C)CN.C1=NN=CC1"
C 3.39 0.33 1.79 -0.2567
C 2.98 -0.84 0.95 -0.3559
C 2.24 1.22 1.47 -0.3187
C -1.71 0.67 0.80 -1.3588
C -1.58 0.36 -0.69 0.6214
C -1.01 -1.05 -0.91 -0.4857
C -2.88 0.52 -1.37 -0.9684
C -3.96 0.67 -1.88 0.1961
H 3.46 0.09 2.86 0.2690
H 4.36 0.76 1.49 0.2952
H 3.52 -1.77 0.86 0.4414
H 2.07 2.22 1.85 0.4206
H -2.11 1.67 0.96 0.3682
H -2.39 -0.05 1.29 0.3382
H -0.74 0.59 1.30 0.3085
H -0.88 1.08 -1.14 0.2208
H -1.75 -1.78 -0.56 0.4071
H -0.14 -1.16 -0.27 0.1461
H 0.04 -0.76 -2.63 0.2137
H -0.51 -2.28 -2.47 0.2315
H -4.92 0.79 -2.33 0.4630
N 1.88 -0.63 0.33 -0.4023
N 1.40 0.67 0.66 -0.1787
N -0.75 -1.30 -2.33 -0.6156

---

(4)
24
Properties=species:S:1:pos:R:3:mulliken_charge:R:1 method="wB97M-V/def2-TZVPD" molar_mass_g_mol=151.21 fmax_ev_per_a=4.86 charge=+2 e_lumo_ha=-0.3729 e_above_lowest_kj_mol=93.8
C -1.03 -1.09 -0.27 -0.0846
C -0.93 1.31 0.06 -0.1312
C -1.71 0.16 -0.22 0.2752
C 1.05 0.02 0.02 0.3222
C -4.05 -0.34 0.40 -1.2187
C 2.88 -1.48 -0.06 -0.7429
C 3.26 1.02 0.02 -0.8317
C -3.11 0.40 -0.38 0.0494
N 0.24 -1.25 -0.25 -0.3159
N 0.38 1.20 0.22 -0.0410
N 2.37 -0.13 0.03 0.1001
H -1.22 2.34 0.07 0.4878
H -4.33 -1.30 -0.27 0.4043
H -5.05 0.14 0.53 0.3666
H -1.67 -2.10 -0.34 0.3269
H 2.19 -2.32 0.42 0.3173
H 2.62 -1.79 -1.16 0.3546
H 3.91 -1.53 0.21 0.2955
H 3.26 1.45 -0.96 0.3953
H 2.81 1.88 0.73 0.2576
H 4.26 0.78 0.33 0.3044
H -3.70 -0.68 1.29 0.4352
H -3.39 1.29 -1.10 0.3911
H 0.94 2.04 0.67 0.2827

---

(5)
25
Properties=species:S:1:pos:R:3:mulliken_charge:R:1 method="wB97M-V/def2-TZVPD" molar_mass_g_mol=165.22 fmax_ev_per_a=1.29 charge=+1 e_lumo_ha=-0.1758 e_above_lowest_kj_mol=265.9
C 1.07 -0.73 2.38 -0.5488
C 2.90 -0.34 1.10 -0.4365
C 0.35 -1.14 1.29 -0.0691
C 2.23 -0.80 -0.07 0.9026
C 0.29 -1.70 -1.09 -0.6128
C -1.90 2.37 -1.24 -1.0347
C -2.56 0.73 0.51 -1.3789
C -1.79 1.73 0.10 0.3445
N 2.33 -0.31 2.27 -0.4514
N -0.96 -1.42 -1.21 0.0243
N 0.92 -1.16 0.06 0.3193
N 2.80 -0.83 -1.27 -0.3462
H 0.64 -0.72 3.37 0.4028
H 3.93 -0.01 1.04 0.3170
H -0.67 -1.50 1.36 0.5986
H -2.92 2.73 -1.40 0.3261
H -1.68 1.66 -2.04 0.2371
H -1.22 3.21 -1.34 0.3271
H -1.46 -1.83 -1.99 0.2782
H -3.38 0.38 -0.09 0.4494
H -2.48 0.31 1.50 0.4038
H -1.00 2.11 0.75 0.3729
H -1.51 -0.79 -0.59 0.0837
H 3.78 -0.66 -1.38 0.2511
H 2.30 -1.30 -2.02 0.2396

---

(6)
23
Properties=species:S:1:pos:R:3:mulliken_charge:R:1 method="wB97M-V/def2-TZVPD" molar_mass_g_mol=139.20 fmax_ev_per_a=5.43 e_lumo_ha=0.0229 e_above_lowest_kj_mol=301.2 smiles="CC(=O)C=C=NC(C)(C)C"
C -0.62 -0.48 0.48 0.9442
C -1.88 -0.84 0.37 -1.4096
C -2.86 0.16 0.15 0.9338
C -4.22 -0.41 -0.10 -1.4692
C 1.54 1.61 -0.16 -1.8645
C 2.89 -0.15 1.09 -1.5221
C 1.87 -0.61 -1.28 -1.7511
C 1.73 0.08 0.13 1.7153
N 0.52 -0.19 0.88 -0.4941
O -2.71 1.37 0.09 -0.5929
H -2.00 -1.83 0.25 0.3841
H -4.39 -1.03 -0.94 0.3784
H -4.52 -1.10 0.62 0.4238
H -5.07 0.18 0.02 0.4161
H 1.21 1.88 -1.07 0.5061
H 0.90 2.12 0.51 0.4546
H 2.49 2.06 -0.13 0.4355
H 2.89 -1.14 1.22 0.4851
H 2.57 0.45 1.88 0.4138
H 3.82 0.31 0.54 0.2946
H 1.84 -1.65 -1.11 0.4356
H 1.07 -0.29 -1.93 0.4253
H 2.91 -0.51 -1.51 0.4569

---

Table of E (eV), in record order: -28966.03902 -22314.36256 -12973.55567 -12956.64629 -14458.60176 -12041.43375
Table of orbital gap (eV), in record order: 8.767 9.668 9.029 7.183 8.289 9.779